#P
A 2-piece molecular cluster, C4H4O overall, computed with ωB97M-V/def2-TZVPD.

Cartesian coordinates (Å):
C -2.083 -0.202 -0.109
C -1.148 -1.034 -0.156
C 1.487 1.256 0.234
C 0.007 -1.585 0.050
O 1.470 2.304 -0.363
H -3.041 0.177 -0.295
H 0.950 1.199 1.120
H 2.012 0.552 -0.406
H 0.345 -2.666 -0.075

Summary:
HOMO level (spin up / spin down): -8.79 / -8.82 eV
lowest unoccupied orbital energy (spin up / spin down): -1.536 / -1.556 eV
frontier orbital gap (spin up / spin down): 7.258 / 7.261 eV
multiplicity: 1

Atomic partial charges in e from the natural (NBO) method, atoms 1 to 4: number 1, C, carries -0.067; number 2, C, carries -0.248; number 3, C, carries 0.238; number 4, C, carries -0.115

#Q
A single C4H4O molecule, computed with ωB97M-V/def2-TZVPD.

Cartesian coordinates (Å):
C 1.856 -0.940 -0.335
C 0.697 -0.586 0.324
C 2.140 -2.090 0.588
C -0.393 0.540 0.458
O 0.966 -2.009 1.135
H 2.486 -0.386 -0.935
H -0.340 0.662 1.583
H -1.389 0.425 0.078
H 0.087 1.409 0.118

Summary:
HOMO level: -8.58 eV
lowest unoccupied orbital energy: -0.240 eV
frontier orbital gap: 8.337 eV
multiplicity: 1

Atomic partial charges in e from the natural (NBO) method, atoms 1 to 4: number 1, C, carries -0.409; number 2, C, carries 0.377; number 3, C, carries 0.281; number 4, C, carries -0.686

Quick one: most stable of them? #Q